Entry 1:
{"formula": "C22H22AgN2O4P", "method": "ωB97M-V with the def2-TZVPD basis set", "homo_ev": 0.0, "de_lowest_kj_mol": 0.0, "total_charge": -2, "species": ["O", "H", "H", "C", "C", "H", "C", "H", "H", "N", "Ag", "C", "H", "C", "C", "C", "C", "C", "H", "N", "P", "H", "H", "C", "H", "C", "C", "C", "H", "O", "O", "C", "C", "C", "H", "H", "C", "C", "C", "H", "C", "H", "H", "O", "H", "C", "H", "H", "H", "H", "C", "H"], "positions_angstrom": [[1.3848, 1.6520, 4.0387], [-2.1445, 5.0635, 0.6804], [2.8916, 3.2029, -0.4595], [-1.1422, -2.2849, -1.3930], [-0.5164, -0.4546, -2.8067], [-0.7957, -0.6879, -4.9389], [-0.5928, -1.0194, -1.5346], [3.6082, 1.4281, -2.4565], [1.0094, -2.3384, 0.1961], [0.4129, -2.0763, 0.9832], [-0.0710, 0.2389, 0.1797], [-1.3346, -2.5170, -3.8185], [2.7583, 2.5922, 1.2058], [0.0246, 2.3776, 2.3441], [-1.3682, 3.0564, 0.5891], [2.6190, 1.0205, -2.2330], [-2.6163, -3.7651, 2.3482], [-0.7234, 4.6821, 2.2358], [-1.4806, -3.1303, -4.7207], [-0.7549, 2.1076, 1.3030], [2.4807, 0.8373, -0.4046], [-4.2535, -4.5888, 1.2634], [0.7897, 3.9956, 3.5663], [3.1532, 2.3937, 0.1974], [4.7424, -0.0603, -0.2611], [-0.8992, -1.1691, -3.9537], [-3.2987, -4.0888, 1.1734], [0.8013, 1.2777, 2.9933], [3.5181, -1.3289, -0.6268], [-1.5131, 1.6486, -1.3105], [0.8156, 0.1101, 2.4467], [-1.4659, 4.3374, 1.1145], [3.7398, -0.4121, -0.0034], [0.1182, 3.7041, 2.7887], [1.9245, 1.7199, -2.6715], [-3.0806, -3.8967, 3.3396], [-2.8169, -3.6647, -0.0668], [-1.5724, -2.9565, -0.1183], [-1.4811, -3.0444, -2.5455], [4.2473, 2.3771, 0.2617], [-0.8271, -2.6875, 1.0740], [2.4787, 0.0828, -2.7302], [-0.1566, 0.5683, -2.9005], [-2.8006, 3.5115, -1.2731], [-0.8442, -2.8280, 3.2116], [-1.4024, -3.0838, 2.3212], [-0.7391, 5.6994, 2.6638], [-1.9741, -3.9905, -2.4075], [0.8464, -1.8234, 1.8487], [-3.3870, -3.7868, -0.9861], [-1.9499, 2.6866, -0.7911], [3.6386, -0.6879, 1.0436]]}

Entry 2:
{"formula": "C22H22BBe2F3KNO4S2", "method": "ωB97M-V with the def2-TZVPD basis set", "homo_ev": -10.9, "total_charge": 2, "species": ["C", "H", "H", "C", "H", "H", "S", "C", "C", "C", "C", "Be", "H", "C", "O", "F", "H", "H", "H", "C", "C", "K", "C", "S", "F", "H", "C", "C", "Be", "H", "C", "C", "H", "O", "H", "H", "C", "H", "H", "F", "H", "C", "H", "B", "C", "O", "N", "H", "C", "C", "H", "H", "H", "C", "C", "H", "C", "O"], "positions_angstrom": [[-1.1332, -2.1599, 0.3581], [-2.1003, 3.7811, 0.0915], [1.3751, 3.0042, -3.1599], [-6.5766, -1.8955, 0.3190], [-5.0197, -0.2830, -0.6020], [-2.9794, 3.8444, 2.8114], [0.0102, -1.7678, 1.7884], [-2.8226, 2.8200, 2.2369], [3.8737, -0.9627, 0.9166], [-2.3071, 2.7536, 0.6489], [-5.2245, -4.1338, 1.5165], [4.9930, -0.0511, 3.3557], [-5.3159, -5.1806, 2.0650], [-2.9600, 0.0176, 2.2772], [1.8172, 0.4529, -2.7535], [4.0930, 1.9526, 5.1274], [2.3767, -0.2406, -0.6635], [-2.7763, -4.1421, 1.4396], [-7.5841, -1.3216, 0.0707], [3.1374, 3.3864, -4.2710], [-3.7397, -3.5486, 1.1417], [-0.0070, 2.4336, -3.8489], [-5.0701, -1.3364, -0.0462], [-0.7019, -3.5383, -0.6017], [2.9930, 3.3283, 4.2296], [3.3666, -1.0318, -3.1742], [-3.1400, 1.4426, 3.1069], [3.8508, 0.6429, -3.9216], [5.3930, 0.6758, 5.9826], [4.3312, 0.1239, 1.1005], [4.6935, 1.4128, -4.6129], [2.5807, 1.1892, -3.3683], [-3.4963, 1.4229, 4.2258], [5.1411, 3.5624, -5.4913], [4.1066, -3.0688, 2.2103], [-7.7070, -3.7803, 1.4124], [2.3541, -0.9369, 0.2935], [-1.7613, 1.2898, -1.3172], [4.5675, -1.4552, 0.0855], [-8.8070, -2.5863, 0.9496], [5.6190, 1.0282, -5.0226], [4.3937, 2.8337, -4.8476], [2.0934, -2.0278, -0.0438], [4.0364, -1.8873, 2.2767], [1.1977, -0.3890, 1.3235], [4.1271, -0.6928, -3.6948], [-2.3710, -1.3934, -0.0515], [3.6322, 5.0665, -4.9996], [-3.6558, -2.1187, 0.3442], [-2.4769, -0.0486, 0.6784], [1.6580, 0.1216, 2.2856], [-3.1842, -0.9842, 2.8486], [4.1034, -1.3916, 3.3432], [-2.1209, 1.3293, -0.1876], [2.2929, 2.6160, -3.5826], [0.5924, 0.4402, 0.7406], [-6.6362, -3.3469, 1.1340], [2.8745, 4.7288, -4.4738]]}

Entry 3:
{"formula": "C22H22BrCl2N2O9P2W", "method": "ωB97M-V with the def2-TZVPD basis set", "homo_ev": [-10.8, -11.6], "de_lowest_kj_mol": 79.8, "spin_multiplicity": 3, "total_charge": 1, "species": ["Br", "H", "H", "H", "H", "C", "H", "H", "O", "C", "C", "C", "W", "C", "C", "C", "H", "H", "H", "P", "H", "C", "O", "C", "O", "C", "C", "O", "C", "C", "O", "C", "C", "H", "H", "P", "N", "C", "O", "H", "C", "C", "Cl", "O", "H", "H", "O", "H", "C", "C", "H", "O", "C", "Cl", "H", "C", "N", "H", "H", "H", "H"], "positions_angstrom": [[-0.1438, 0.7532, 5.0633], [2.0559, -4.0885, 2.3763], [-2.6019, 4.6859, 0.0524], [-1.0071, 2.9902, -0.7487], [4.9591, -2.2490, -0.4348], [-2.7356, -0.2377, 4.4169], [0.1684, -0.4841, -5.6904], [-2.9084, -0.2105, 5.4838], [-0.8126, 1.5014, -3.3666], [4.6597, -0.8084, 1.1212], [4.3366, -1.4440, -0.0687], [-1.7241, 4.8182, 2.0050], [0.6348, 0.5412, -1.2008], [-2.2717, -0.2986, 1.6817], [2.7639, 0.6133, 0.8710], [-0.9327, 3.3669, 0.2602], [-2.4718, -1.3098, -2.0052], [-0.9310, -4.3019, -2.7862], [4.1053, 0.7465, 2.5228], [-0.6423, -2.1535, -2.7183], [-0.4355, -1.9976, -6.3805], [3.2048, -1.0601, -0.7842], [1.2856, -2.6964, -4.3552], [0.1776, 3.4042, 2.4060], [0.9701, 2.2767, -1.9117], [-3.4943, -0.7289, 2.1860], [1.2612, -3.9514, 1.6537], [0.1461, -1.3906, -1.6559], [-2.0466, -0.3485, 0.2208], [0.0677, -2.1102, -4.3164], [-2.7680, -0.9919, -0.5223], [-1.5157, 0.1730, 3.9006], [0.0700, 2.9131, 1.1083], [2.9416, -1.5769, -1.6989], [-4.6757, -1.0083, 3.9496], [0.8324, 1.8205, -3.5199], [1.9643, 1.6712, 1.3506], [-0.7220, 4.3548, 2.8488], [1.3348, 0.3525, -3.1018], [0.4512, -4.6528, 1.8096], [-0.4506, -1.3660, -5.4874], [-3.7234, -0.6869, 3.5511], [0.6016, -2.3154, 1.8769], [-1.0354, 0.3799, -0.2313], [-4.2524, -1.0875, 1.5042], [-2.4272, 5.5610, 2.3569], [-2.0803, -1.6134, -2.8952], [-0.6458, 4.7310, 3.8599], [3.8692, 0.2307, 1.6015], [2.3969, -0.0284, -0.3237], [1.7425, -2.4818, -5.1790], [-0.6233, -3.6268, -2.1684], [-1.8249, 4.3240, 0.7118], [1.9153, -4.2228, 0.0373], [-0.3189, 0.4719, 2.1600], [-1.2775, 0.1571, 2.5408], [0.9648, 1.8902, 0.6458], [5.5337, -1.1194, 1.6774], [0.9498, 3.0238, 3.0583], [-1.3920, 1.9338, -4.0043], [-1.4723, -1.0378, -5.3143]]}

Entry 4:
{"formula": "C22H22N2O5S", "method": "ωB97M-V with the def2-TZVPD basis set", "homo_ev": -8.1, "smiles": "COc1cccc(-c2nc(CS(=O)(=O)CC(=O)N3CCc4ccccc43)c(C)o2)c1", "de_lowest_kj_mol": 104.5, "species": ["C", "C", "H", "S", "C", "C", "C", "H", "H", "H", "H", "H", "H", "N", "H", "C", "H", "H", "C", "C", "H", "H", "H", "C", "C", "N", "O", "H", "C", "O", "C", "H", "C", "H", "H", "H", "O", "O", "C", "C", "C", "O", "H", "C", "C", "H", "C", "H", "C", "C", "C", "H"], "positions_angstrom": [[-4.2236, -1.1584, 0.4701], [-0.7010, 3.6638, -2.3776], [-4.6433, -2.4364, 2.1233], [2.4283, 2.7721, 0.1658], [2.0720, -2.5615, -0.5976], [4.6277, -3.5156, -0.2434], [0.9816, 3.8867, 0.4470], [3.9728, -5.2319, -1.3390], [-1.5897, 0.5047, 2.7651], [-0.0310, -2.3968, -0.1753], [-1.4849, 3.3512, -3.0618], [5.6293, -3.8958, -0.1107], [1.1131, 4.7379, -0.2132], [2.4443, -0.6025, 0.5370], [-4.5472, -1.4993, -2.2055], [2.3044, 1.6020, 1.5650], [5.0289, -1.6900, 0.8238], [1.2432, 1.4437, 1.7324], [3.0950, 0.3488, 1.2465], [-0.8745, 2.9815, -1.0743], [0.4660, -1.6497, -1.6946], [0.3878, -0.3917, 0.9361], [0.2696, 3.3986, -2.7963], [-3.0935, -1.0259, 2.5967], [0.7656, -1.8292, -0.6611], [-0.7309, 2.1759, 0.9912], [2.1923, 2.0815, -1.0756], [0.9572, 0.3466, -0.5840], [3.0135, -1.8066, 0.1019], [4.2429, 0.2365, 1.6263], [-2.3224, 0.0262, 2.1362], [1.0185, 4.1848, 1.4893], [-4.0343, -1.6165, 1.7776], [-2.9612, -1.3890, 3.6044], [2.7774, 2.1132, 2.3986], [-3.5631, 0.2733, -1.0038], [-1.8153, 2.0202, -0.9264], [-5.1762, -1.8042, -0.2500], [2.4042, -3.7926, -1.1183], [3.6958, -4.2694, -0.9360], [-2.5016, 0.4844, 0.8335], [3.6282, 3.5457, 0.2740], [-6.2266, -2.0258, -1.9359], [-0.2067, 3.0897, 0.1176], [-5.4297, -1.3812, -1.5689], [-0.7394, 4.7447, -2.2544], [-3.4511, -0.1062, -0.0013], [1.6723, -4.3739, -1.6594], [-1.6808, 1.5655, 0.3373], [4.3027, -2.2750, 0.2867], [1.0576, -0.5143, 0.0799], [-5.7645, -0.3396, -1.5988]]}

Entry 5:
{"formula": "C22H22N4O2", "method": "ωB97M-V with the def2-TZVPD basis set", "homo_ev": -8.3, "smiles": "Cc1cccc(Cc2c(C)nc3c(C(=O)NCc4ccco4)cnn3c2C)c1", "de_lowest_kj_mol": 126.9, "species": ["C", "H", "N", "N", "O", "C", "C", "C", "C", "H", "H", "N", "C", "H", "H", "C", "H", "C", "H", "H", "C", "C", "H", "H", "C", "H", "C", "C", "C", "H", "H", "O", "C", "C", "C", "N", "H", "C", "H", "C", "H", "H", "H", "C", "H", "H", "H", "C", "C", "H"], "positions_angstrom": [[0.2617, -6.2858, 2.1485], [-2.2473, -4.8611, 2.0927], [0.1219, -0.2816, 0.6924], [-1.5778, -4.4124, 0.2213], [-1.0141, -7.6423, 0.9309], [-1.5822, 4.8160, -0.7209], [-0.2148, -1.0162, -0.3554], [-0.9103, -6.4020, 1.4602], [-0.7140, 3.7814, -1.0215], [1.8858, 1.0332, -3.5645], [1.7733, 7.2962, 1.0679], [-0.3689, -1.4670, -2.5609], [0.2019, 6.0286, 0.3443], [-1.8116, 6.7370, 0.1896], [0.3782, 7.1660, 2.1404], [1.0297, 1.6653, 1.7143], [0.1673, -9.3384, 0.9602], [-1.3015, -3.1311, 0.6040], [2.0985, 5.0467, 0.3406], [0.3656, 0.2152, -3.9546], [-1.1292, 5.9324, -0.0431], [0.6149, 0.6171, -1.8992], [0.2672, 8.1416, 0.6796], [1.9223, 2.8730, -2.0068], [0.6835, 0.8818, 0.4926], [-1.0782, 2.9110, -1.5475], [0.9113, -7.5396, 2.0388], [1.0612, 4.9825, 0.0403], [0.8226, 0.9808, -3.3331], [-2.8761, -5.9409, 0.8075], [0.6936, 1.1135, 2.5867], [-1.4870, -2.7421, 1.7385], [1.5834, 2.7430, -0.9769], [-1.9940, -5.4125, 1.1825], [0.0885, -8.3218, 1.2910], [0.0349, -0.5826, -1.6522], [-2.6184, 4.7493, -1.0180], [-0.8737, -2.4786, -1.8734], [0.3734, 1.9461, -3.5582], [0.9586, 1.3865, -0.8125], [1.8556, -7.8160, 2.4609], [-1.2889, -4.7349, -0.6872], [2.1062, 1.8181, 1.7790], [0.6188, 3.8561, -0.6401], [0.5488, 2.6416, 1.6891], [-1.2826, -3.3105, -2.4147], [0.6077, -5.4160, 2.6677], [0.6885, 7.2294, 1.0971], [-0.8147, -2.2776, -0.4881], [2.4600, 2.8216, -0.3301]]}

Entry 6:
{"formula": "C22H22N4O2S2", "method": "ωB97M-V with the def2-TZVPD basis set", "homo_ev": -8.0, "smiles": "COc1ccccc1-n1cnnc1SCC(=O)c1cc(C)n(Cc2cccs2)c1C", "de_lowest_kj_mol": 212.2, "species": ["C", "H", "O", "C", "O", "H", "C", "N", "H", "H", "H", "H", "H", "C", "H", "H", "C", "C", "C", "H", "C", "H", "C", "N", "H", "C", "S", "H", "C", "H", "C", "H", "H", "H", "H", "C", "H", "C", "C", "C", "H", "C", "C", "H", "C", "N", "C", "C", "S", "N", "H", "C"], "positions_angstrom": [[-2.0526, 0.6122, -3.1370], [2.0612, -3.7437, 0.4155], [-2.3514, 0.1239, -0.7711], [-1.4248, -1.5122, -2.2049], [3.7674, -1.3222, -0.8877], [-2.4523, 1.6082, -3.0335], [-0.9173, -0.3300, 2.8192], [-1.2910, -2.3744, -1.1073], [2.9592, 0.7698, -1.2888], [-3.1073, -2.1163, 0.0194], [-3.3788, 1.3386, 0.4412], [-1.7073, 0.8555, -5.2259], [-0.6996, 0.4253, 3.5751], [-1.6279, 0.1844, -4.3845], [-0.6394, -2.9362, -3.5826], [-1.0113, -1.2978, 3.3026], [1.8186, -1.0158, 0.4072], [0.7528, 2.7784, 2.2322], [0.0021, 2.0064, 1.1871], [1.5486, 5.3781, 4.4488], [2.7969, -1.7955, -0.3280], [2.4411, 1.5317, 2.6975], [1.5460, 0.3317, 0.2052], [0.5265, 0.6798, 1.0321], [-1.8744, -0.0915, 2.3538], [2.3202, 3.4324, 3.7991], [1.1992, -3.3510, -1.7814], [-3.9606, 1.3464, -1.2389], [0.1626, -0.4020, 1.8015], [-2.4526, 2.2020, -0.8117], [2.4755, -3.2742, -0.4709], [-0.7955, -1.4261, -5.5243], [2.5618, 2.1481, -0.2557], [1.4165, 1.6149, -1.4975], [0.8925, -2.4404, 1.8644], [2.1530, 1.2757, -0.7659], [3.3366, -3.8204, -0.8525], [-1.0207, -1.9343, -3.4627], [1.4813, 4.4944, 3.8465], [-1.1162, -1.0873, -4.5525], [3.2077, 3.3455, 4.3991], [-3.0702, 1.3229, -0.6032], [1.9036, 2.4465, 2.8727], [-1.0532, 1.9446, 1.4690], [-1.9592, -0.2228, -2.0315], [-0.4680, -3.8434, 0.3065], [-2.1529, -2.5885, -0.0705], [0.9350, -1.4613, 1.4321], [0.1563, 4.3195, 2.7615], [-1.6663, -3.4563, 0.7609], [0.0645, 2.5310, 0.2268], [-0.2357, -3.2042, -0.8066]]}